No. 1
ORCA calculation (ωB97M-V/def2-TZVPD) on one molecule with the formula C6H6INO2 at a distorted geometry.

XYZ file:
```
16
Properties=species:S:1:pos:R:3:forces:R:3
C -0.6138 -1.2971 1.2214 1.137 1.763 -0.779
C 0.4312 -1.6753 0.2395 -0.052 0.590 0.859
C -0.8905 -0.0077 1.4763 -0.832 -0.673 -0.481
C 0.9577 -0.7534 -0.5617 2.046 -1.481 -1.112
C -0.2591 1.1313 0.6797 0.497 -0.367 2.755
C 0.5227 0.6298 -0.5214 -1.004 0.994 -1.706
N -0.3663 0.6348 -1.8963 1.751 1.625 1.837
O 0.2087 0.4751 -2.9324 -0.001 -0.608 -0.740
O -1.4999 0.9106 -1.7079 -2.257 -0.006 -0.303
I 2.1627 1.8921 -0.9944 0.330 0.429 0.139
H -1.1048 -2.0425 1.7553 -0.633 -1.243 0.888
H 0.8821 -2.6484 0.3267 -0.277 -0.418 -0.444
H -1.6438 0.2030 2.2634 0.631 0.182 -0.682
H 1.7147 -0.9513 -1.4187 -1.316 -0.009 1.893
H -0.9736 1.9694 0.6070 0.394 -0.503 -0.878
H 0.4721 1.5294 1.4634 -0.415 -0.274 -1.244
```
Positions in Å, forces in eV/Å.

The SMILES is O=[N+]([O-])[C@]1(I)C=CC=CC1. For the total energy, the calculation gives -20000.4668 eV. Its HOMO energy is -8.95 eV.

***

No. 2
ORCA calculation (ωB97M-V/def2-TZVPD) on C6H6N as an isolated structure at a distorted geometry.

XYZ file:
```
13
Properties=species:S:1:pos:R:3:forces:R:3
C 1.1208 0.1486 0.5777 1.116 0.188 0.546
C 2.2142 0.9358 0.5711 -1.541 -1.521 0.442
C -1.8594 -0.5381 -0.6594 -0.821 -0.503 0.033
C 0.2419 -1.0312 1.2129 1.051 1.400 -0.655
C -0.9125 0.4878 -1.2397 0.392 0.212 0.052
C -0.7157 -0.7454 0.3214 0.500 -0.024 0.341
N -0.0056 0.2805 -0.3388 -0.853 0.192 -0.733
H 2.3089 1.7201 -0.1591 -0.063 0.102 -0.179
H 3.0049 0.8109 1.2897 0.086 -0.102 0.145
H -2.7662 -0.1201 -0.2203 0.005 0.014 -0.014
H -2.1289 -1.3871 -1.2853 0.059 0.025 -0.083
H 0.4141 -1.7273 2.0067 0.014 -0.132 0.205
H -0.9165 1.1656 -2.0769 0.056 0.150 -0.100
```
Positions in Å, forces in eV/Å.

For the total energy, the calculation gives -7797.2697 eV. As for the charge: +1. Its HOMO energy is -14.48 eV.

***

No. 3
ORCA calculation (ωB97M-V/def2-TZVPD) on an isolated ion of composition C6H6N and charge +1 at a distorted geometry.

XYZ file:
```
13
Properties=species:S:1:pos:R:3:forces:R:3
C 2.1015 0.4345 0.0989 -1.550 0.811 0.376
C 1.1432 1.2904 0.1591 1.486 -2.495 -0.847
C -1.0396 0.6364 0.0343 -1.261 -1.581 -0.645
C -2.4022 0.1279 -0.0624 -0.636 -0.473 2.287
C 3.0291 -0.4740 -0.0717 -1.435 -2.235 -0.109
C -0.1484 1.6657 -0.0269 2.506 -0.057 1.149
N -1.1462 -0.6805 0.0350 -0.370 0.885 -0.408
H -3.0452 0.0895 -0.9404 0.468 -0.007 0.041
H -2.8843 0.0900 0.9607 -0.100 0.543 -1.521
H 2.9117 -1.6113 -0.1541 -0.704 1.790 0.347
H 4.0229 -0.2740 -0.2199 2.402 1.146 -0.212
H -0.2632 2.7049 -0.0881 -1.402 1.154 -0.278
H -1.0396 -1.5010 0.6319 0.596 0.518 -0.179
```
Positions in Å, forces in eV/Å.

The SMILES is C=C=C=CC1=[NH+]C1. For the total energy, the calculation gives -7796.7759 eV. As for the charge: +1. Its HOMO energy is -14.54 eV.

***

No. 4
ORCA calculation (ωB97M-V/def2-TZVPD) on an isolated ion of composition C6H6N and charge +1 at a distorted geometry.

XYZ file:
```
13
Properties=species:S:1:pos:R:3:forces:R:3
C 1.0274 1.2318 -1.4826 0.506 -0.975 0.212
C -0.9871 0.5289 -0.4817 -3.599 -0.183 -0.641
C 1.7383 0.3691 -0.5272 -6.172 0.058 0.994
C -0.2730 1.0580 -1.4282 2.000 0.013 1.628
C -0.2296 -0.2568 0.4581 -1.711 0.521 0.869
C -1.0513 -1.0900 1.4426 0.961 -0.757 -1.878
N 1.0495 -0.2546 0.4213 2.043 0.179 -1.165
H 1.6943 1.8419 -1.9766 1.013 1.203 -1.593
H -2.0928 0.4836 -0.4676 0.744 -0.010 0.327
H 2.6944 0.1962 -0.7343 4.162 -0.209 -0.247
H -0.2566 -1.5826 1.9581 0.015 -0.379 1.168
H -1.8487 -0.6611 2.0387 0.312 0.492 -0.058
H -1.4650 -1.8644 0.7795 -0.276 0.046 0.383
```
Positions in Å, forces in eV/Å.

For the total energy, the calculation gives -7797.6486 eV. As for the charge: +1. Its HOMO energy is -15.16 eV.

***

No. 5
ORCA calculation (ωB97M-V/def2-TZVPD) on one molecule with the formula C6H6N2 at a distorted geometry.

XYZ file:
```
14
Properties=species:S:1:pos:R:3:forces:R:3
C 1.9830 0.5098 -0.2521 0.465 -0.344 0.138
C 0.2436 -0.6262 -0.3502 -0.773 0.423 0.177
C -1.0543 -1.0933 -0.3390 0.025 -0.151 -0.316
C -1.9482 -0.1986 0.3001 0.911 -0.166 -0.615
C -1.5339 1.0173 0.8370 -0.083 -0.627 0.191
C 0.5522 0.6157 0.1756 -1.155 1.166 1.246
H 2.7102 0.4424 0.5841 -0.389 -0.217 -0.518
H 2.3635 1.1951 -1.0164 -0.221 0.007 0.229
H 2.0920 -1.6713 -0.6455 -1.287 1.792 -0.469
H -1.3648 -2.0194 -0.8560 0.062 0.593 0.579
H -2.9907 -0.4158 0.2942 -0.607 -0.223 0.173
H -2.3324 1.5895 1.3326 0.849 0.199 -0.166
N 1.5235 -0.7910 -0.8776 2.659 -2.562 -0.262
N -0.2436 1.4458 0.8131 -0.456 0.111 -0.388
```
Positions in Å, forces in eV/Å.

The SMILES is c1cnc2c(c1)NC2. For the total energy, the calculation gives -9297.7395 eV. Its HOMO energy is -8.43 eV.

***

No. 6
ORCA calculation (ωB97M-V/def2-TZVPD) on one molecule with the formula C6H6N2 at a distorted geometry.

XYZ file:
```
14
Properties=species:S:1:pos:R:3:forces:R:3
C -1.5981 1.0740 -0.0025 2.113 3.301 2.044
C -0.1898 0.7751 0.3274 -2.708 0.454 -0.635
C 0.9471 1.2827 -0.0807 2.386 -3.027 -0.154
C 1.8541 0.1004 -0.3313 0.575 0.042 0.666
C 1.1892 -1.0490 -0.0383 1.291 0.238 -0.559
C -0.1800 -0.7011 0.4044 -0.265 -1.148 0.032
H -1.8889 -1.8602 -0.1867 -0.616 -1.307 0.543
H -2.0548 2.0494 0.0344 -0.176 0.063 -0.089
H 1.3451 2.2093 -0.2536 0.078 2.466 -0.523
H 2.9335 0.2249 -0.6447 -1.443 -0.366 0.422
H 1.6317 -2.0435 0.0215 -0.201 0.298 -0.190
H -0.3662 -1.0858 1.4125 0.364 0.210 0.378
N -1.3955 -1.0371 -0.3709 1.183 1.590 -0.495
N -2.2274 0.0609 -0.2917 -2.582 -2.813 -1.440
```
Positions in Å, forces in eV/Å.

The SMILES is C1=C[C@@H]2NN=CC2=C1. For the total energy, the calculation gives -9296.4001 eV. Its HOMO energy is -8.20 eV.

***

No. 7
ORCA calculation (ωB97M-V/def2-TZVPD) on one molecule with the formula C6H6N2 at a distorted geometry.

XYZ file:
```
14
Properties=species:S:1:pos:R:3:forces:R:3
C -1.6177 -1.0508 -0.5981 -2.051 0.401 -1.009
C -1.4648 0.4011 -0.5693 1.726 -2.213 0.299
C -0.5332 -1.6380 0.0031 0.192 -1.946 -1.214
C -0.1762 0.5478 -0.1542 0.385 2.379 0.427
C 1.6403 -0.5142 0.7499 1.016 8.808 -0.667
C 0.7994 1.6357 0.2537 -0.067 -3.578 -0.206
N 1.9879 0.9671 0.8081 -1.833 -7.112 0.203
N 0.3744 -0.6391 0.1939 1.199 -0.730 0.831
H -2.4714 -1.4530 -1.2337 1.226 -0.123 1.625
H -2.1823 1.1511 -0.7409 -0.568 0.582 -0.550
H -0.1671 -2.6859 0.1088 -0.809 1.034 -0.165
H 2.4439 -1.2250 0.8744 -0.524 -0.331 0.244
H 1.1406 2.2291 -0.5160 0.769 1.186 -2.151
H 0.2262 2.2741 0.8202 -0.662 1.643 2.332
```
Positions in Å, forces in eV/Å.

The SMILES is C1=NCc2cccn21. For the total energy, the calculation gives -9296.4876 eV. Its HOMO energy (alpha / beta) is -8.58 / -8.58 eV.

***

No. 8
ORCA calculation (ωB97M-V/def2-TZVPD) on one molecule with the formula C6H6N2O at a distorted geometry.

XYZ file:
```
15
Properties=species:S:1:pos:R:3:forces:R:3
C 1.3089 1.5034 0.2227 -2.741 0.197 -2.987
C 0.3989 0.2987 -0.1772 -1.114 2.192 1.856
C -0.9826 0.6995 -0.2900 0.500 -1.269 0.653
C -1.9793 -0.2168 -0.0232 -0.214 0.120 -1.525
C -1.5341 -1.5979 0.1102 -4.636 -0.184 -0.737
C 0.6093 -1.0531 -0.0336 3.107 1.503 -0.820
H 0.4855 2.3227 0.2038 2.162 -0.639 -0.324
H 2.0893 1.5775 -0.5484 -0.091 0.603 0.660
H 1.6449 1.5367 1.2157 0.817 -0.675 1.248
H -1.2953 1.7290 -0.4566 0.480 -0.108 -0.015
H -3.0178 0.2506 -0.2136 1.386 -1.743 0.943
H -2.3121 -2.4724 0.1802 1.402 1.892 0.022
N -0.3165 -1.9578 -0.0302 -0.198 -1.849 0.907
N 1.9232 -1.6716 0.0891 4.838 2.886 -1.527
O 2.9776 -0.9485 -0.2489 -5.698 -2.925 1.644
```
Positions in Å, forces in eV/Å.

The SMILES is Cc1cccnc1N=O. For the total energy, the calculation gives -11342.6318 eV. Its HOMO energy is -9.51 eV.

***

Repeat the fourth record exactly.
ORCA calculation (ωB97M-V/def2-TZVPD) on an isolated ion of composition C6H6N and charge +1 at a distorted geometry.

XYZ file:
```
13
Properties=species:S:1:pos:R:3:forces:R:3
C 1.0274 1.2318 -1.4826 0.506 -0.975 0.212
C -0.9871 0.5289 -0.4817 -3.599 -0.183 -0.641
C 1.7383 0.3691 -0.5272 -6.172 0.058 0.994
C -0.2730 1.0580 -1.4282 2.000 0.013 1.628
C -0.2296 -0.2568 0.4581 -1.711 0.521 0.869
C -1.0513 -1.0900 1.4426 0.961 -0.757 -1.878
N 1.0495 -0.2546 0.4213 2.043 0.179 -1.165
H 1.6943 1.8419 -1.9766 1.013 1.203 -1.593
H -2.0928 0.4836 -0.4676 0.744 -0.010 0.327
H 2.6944 0.1962 -0.7343 4.162 -0.209 -0.247
H -0.2566 -1.5826 1.9581 0.015 -0.379 1.168
H -1.8487 -0.6611 2.0387 0.312 0.492 -0.058
H -1.4650 -1.8644 0.7795 -0.276 0.046 0.383
```
Positions in Å, forces in eV/Å.

For the total energy, the calculation gives -7797.6486 eV. As for the charge: +1. Its HOMO energy is -15.16 eV.